Below is 2 unconnected molecules or ions with the total composition CH5INP, with properties calculated with ωB97M-V/def2-TZVPD.

The HOMO-LUMO gap (alpha / beta) is 7.95 / 6.38 eV.

```
9
CH5INP (ωB97M-V/def2-TZVPD)
C -0.22504 -1.04920 -0.01057
N -0.66481 0.27064 0.09780
P -0.10341 1.65052 -0.41986
I -1.18715 0.04364 2.94990
H -1.03345 -1.81791 0.28870
H 0.07952 -1.34341 -0.99960
H 0.62077 -1.18269 0.79372
H -0.66019 2.79171 0.22242
H 1.24698 1.71261 0.20640
```

Below is 2 unconnected molecules or ions with the total composition CH4Br2Si, with properties calculated with ωB97M-V/def2-TZVPD.

The HOMO-LUMO gap is 7.86 eV.

```
8
CH4Br2Si (ωB97M-V/def2-TZVPD)
C 0.03089 1.62059 -0.39302
Si -0.36390 -0.26129 0.05525
Br -1.86183 1.27912 -2.24872
Br -0.35915 2.99615 0.65552
H 0.87055 1.95113 -1.08498
H 0.67986 -0.64720 0.92180
H 0.14794 -0.86207 -1.22858
H -1.62529 -0.38461 0.95488
```

Below is 2 unconnected molecules or ions with the total composition C17H19N, with properties calculated with ωB97M-V/def2-TZVPD.

The HOMO-LUMO gap is 8.82 eV. The SMILES is CCc1c[nH]c2ccccc12.Cc1ccccc1.

```
37
C17H19N (ωB97M-V/def2-TZVPD)
C 1.15932 -0.66905 -3.95819
C 1.10463 -0.70592 -2.39973
C 0.32801 0.44636 -1.82732
C -0.99117 0.73594 -1.93680
N -1.31622 1.83609 -1.14267
C -0.15273 2.30628 -0.56907
C 0.05428 3.34304 0.34146
C 1.33752 3.52934 0.80496
C 2.41517 2.79400 0.28018
C 2.20804 1.74827 -0.60111
C 0.88393 1.45346 -0.96138
H 2.18305 -0.56590 -4.31549
H 0.63137 0.19028 -4.27354
H 0.72590 -1.55785 -4.41090
H 0.83500 -1.68997 -2.02200
H 2.12231 -0.55268 -2.03597
H -1.78458 0.29676 -2.51391
H -2.06616 2.42887 -1.45845
H -0.75797 3.93352 0.73115
H 1.60422 4.34613 1.46427
H 3.44228 3.01545 0.53735
H 3.05020 1.31895 -1.12626
C -3.34316 -1.69330 2.13449
C -1.84072 -1.81359 2.18582
C -1.09032 -0.80616 1.57911
C 0.29876 -0.88302 1.55787
C 0.94130 -2.02517 1.98246
C 0.20402 -3.03993 2.57568
C -1.16929 -2.89484 2.73114
H -3.79848 -2.61727 2.50155
H -3.69600 -1.58611 1.10820
H -3.72199 -0.86129 2.72647
H -1.57058 0.01953 1.07470
H 0.84759 -0.04376 1.15227
H 2.01369 -2.12590 1.87585
H 0.63663 -3.96046 2.94374
H -1.72785 -3.65012 3.26406
```

Below is 2 unconnected molecules or ions with the total composition C2H4N4S, with properties calculated with ωB97M-V/def2-TZVPD.

The HOMO-LUMO gap (alpha / beta) is 8.71 / 8.71 eV.

```
11
C2H4N4S (ωB97M-V/def2-TZVPD)
C 1.10941 0.10388 -2.15796
C 1.09013 -0.26197 1.67955
N 0.31424 -0.00651 -1.27147
N 0.60663 0.39533 2.58637
N -0.41615 -0.16793 -0.26846
N -1.87892 0.09919 -0.42396
S 2.16979 -1.06658 0.95324
H 1.91500 0.65253 -2.51292
H -0.37604 0.81168 2.51748
H -2.38378 -0.42225 0.27625
H -2.15030 -0.13738 -1.37812
```

Below is a gas-phase ion, C6H10N (charge +1), with properties calculated with ωB97M-V/def2-TZVPD.

The HOMO-LUMO gap (alpha / beta) is 9.00 / 9.00 eV. The total charge is +1.

```
17
C6H10N (ωB97M-V/def2-TZVPD)
C 1.91865 1.34792 0.16489
C 1.82550 0.02948 0.24315
C 0.10127 0.09329 -1.47294
C -0.22734 0.91932 -0.37293
C -1.29196 1.44949 0.51252
C 0.01097 -1.80401 0.30750
N 0.49245 -0.46477 -0.14848
H 2.27127 2.41280 0.21428
H 2.49896 -0.65802 0.89640
H -0.64729 -0.64231 -1.89868
H 0.94267 0.48439 -2.23203
H -1.10391 1.09895 1.58640
H -2.23150 1.04910 0.06325
H -1.33494 2.53994 0.42113
H 0.25991 -1.86713 1.49026
H -1.03567 -1.94156 0.15880
H 0.50646 -2.53285 -0.22436
```

Summary of relative energy (zero: lowest compared OMol25 entry of this formula, charge and spin) in kJ/mol
376.9; 430.0; 52.2; 512.9; 514.2
(order as listed above)